No. 1
Density functional theory data (wB97M-V/def2-TZVPD) for a molecular structure, C37H34Cl3F7GeN10O9RbS4.

```
106
C37H34Cl3F7GeN10O9RbS4 (wB97M-V/def2-TZVPD)
Rb -0.66087 -0.04366 -0.14098
C -0.20856 -6.50466 -3.25461
C 0.22432 -7.00759 -1.88033
C 1.56919 -7.71544 -2.00040
C 2.19997 -7.96031 -0.63836
C 2.41273 -6.63292 0.03113
C 3.52016 -6.34677 0.79727
C 3.64488 -5.09958 1.39828
F 4.75762 -4.87131 2.13792
C 2.69735 -4.12597 1.26451
C 1.56460 -4.40919 0.49250
C 0.52729 -3.36242 0.34126
O 0.78424 -2.20934 0.67157
C -0.73160 -3.83183 -0.20685
C -0.74824 -5.02829 -0.83750
N 0.29919 -5.89562 -0.91349
C 1.43001 -5.64440 -0.14273
C -2.08163 -3.08850 -0.15833
O -2.98732 -3.57567 -0.86677
O -2.15832 -2.11192 0.62330
H -0.15374 -7.32298 -3.97643
H 0.45855 -5.70366 -3.58027
H -1.22667 -6.11898 -3.25945
H -0.51480 -7.72525 -1.50517
H 2.24052 -7.09556 -2.60277
H 1.41110 -8.64719 -2.54684
H 3.14541 -8.49755 -0.72851
H 1.53282 -8.58443 -0.03205
H 4.29997 -7.08538 0.94359
H 2.80652 -3.14202 1.70788
H -1.66414 -5.30949 -1.34039
F 5.61860 0.60995 0.46679
C 4.42262 1.20963 0.49259
F 4.36993 1.99598 1.57635
F 4.31690 1.98465 -0.59182
S 3.05815 -0.02127 0.57605
O 1.85608 0.76188 0.61586
O 3.38888 -0.80108 1.73117
N 3.31024 -0.74984 -0.76277
S 2.41364 -1.23441 -1.93138
O 1.13188 -0.59987 -2.03767
O 2.48182 -2.65437 -2.11873
C 3.38211 -0.53768 -3.33235
F 2.71028 -0.73497 -4.47562
F 3.58199 0.77252 -3.17905
F 4.57693 -1.14246 -3.44127
Cl 1.44363 4.48697 2.19590
Ge 1.26211 3.67969 -0.01194
Cl -0.81759 3.07199 0.18127
Cl 1.28555 5.68325 -1.00012
N 2.27851 3.63536 -3.50927
C 1.29676 2.90178 -2.92208
O 1.43297 2.58202 -1.68548
C 0.21093 2.46601 -3.70378
C 0.16378 2.83890 -5.06924
N 0.17213 3.20585 -6.16617
C -0.84717 1.70584 -3.14518
N -1.74148 1.11608 -2.71508
H 2.08046 4.07250 -4.39433
H 2.85726 4.14789 -2.86568
C -2.69845 5.09015 2.13504
N -2.64064 3.88945 2.94097
C -1.71105 3.65279 3.94531
C -1.94252 2.41229 4.40953
N -3.01681 1.90628 3.70507
C -3.44928 2.80378 2.78911
S -4.71090 2.61306 1.69281
H -1.68900 5.36749 1.83631
H -3.16702 5.90492 2.69113
H -3.29422 4.87114 1.25308
H -0.93424 4.35975 4.17600
H -1.41368 1.82732 5.14077
H -3.31844 0.92129 3.69345
S 2.53913 -2.30899 5.38209
C 1.42889 -1.25270 4.48720
C 0.37075 -1.85375 3.83045
C -0.43792 -1.06882 3.01510
N -0.23801 0.23712 2.85016
C 0.77582 0.80839 3.49972
C 1.63762 0.11205 4.32803
C 3.15968 -1.25166 6.65240
C 2.33142 -0.43129 7.41523
C 2.88868 0.30561 8.44387
N 4.18341 0.27100 8.77431
C 4.96193 -0.51569 8.03794
C 4.50840 -1.28220 6.97200
H 0.17997 -2.91656 3.91814
H -1.24882 -1.51664 2.45184
H 0.93010 1.86684 3.31379
H 2.47898 0.61628 4.78230
H 1.27315 -0.36576 7.20032
H 2.25808 0.95503 9.04237
H 6.01553 -0.53357 8.29781
H 5.20110 -1.87915 6.39280
C -4.33363 -3.37751 2.80620
N -4.86101 -2.18126 2.18791
C -5.49840 -2.34235 0.89221
C -4.45345 -0.97308 2.59109
O -3.80246 -0.75776 3.61832
H -5.14225 -4.08800 2.99739
H -3.85697 -3.10628 3.74429
H -3.59906 -3.84103 2.14296
H -6.36793 -2.99852 0.99462
H -4.79479 -2.75587 0.16648
H -5.84435 -1.36959 0.54357
H -4.77496 -0.15005 1.94104
```

Output
Charge: -2
Max |F|: 0.7 eV Å⁻¹
HOMO-LUMO gap (spin up / spin down): 0.2406 / 0.2206 hartree
HOMO energy (spin up / spin down): -3.090 / -3.097 eV
Multiplicity: 2
⟨S²⟩: 0.7536
Lowest unoccupied orbital energy (spin up / spin down): 3.46 / 2.91 eV

No. 2
Density functional theory data (wB97M-V/def2-TZVPD) for a molecular structure, C37H34HoN4OPS2.

```
80
C37H34HoN4OPS2 (wB97M-V/def2-TZVPD)
Ho -0.27670 -0.16152 0.40033
C -2.82212 -3.59421 2.25438
C -1.91796 -4.41073 2.90473
C -0.57212 -4.06399 2.93235
C -0.16529 -2.90764 2.30346
N -1.04537 -2.12254 1.65882
C -2.34358 -2.45200 1.64046
C 1.26670 -2.45524 2.29704
C 2.24950 -3.07193 3.04465
C 3.55471 -2.60553 2.95809
C 3.84734 -1.53655 2.12812
C 2.80541 -0.97228 1.41813
N 1.54520 -1.41212 1.50534
H -3.87794 -3.82577 2.21572
H -2.25027 -5.31755 3.39501
H 0.13992 -4.70104 3.43638
H -3.00665 -1.77161 1.12227
H 2.01418 -3.90158 3.69552
H 4.33583 -3.07882 3.54051
H 4.85143 -1.14708 2.02838
H 2.98973 -0.13642 0.75383
O -2.19464 0.48731 0.80624
C -1.88789 1.38938 -0.05625
C -2.94799 1.79193 -0.98152
C -3.84929 2.83346 -0.84768
C -4.70778 3.10726 -1.90419
C -4.63047 2.36582 -3.07758
C -3.71068 1.33247 -3.19451
C -2.86166 1.00818 -2.13622
P -1.53412 -0.27515 -2.19762
C -0.57179 0.18295 -3.65113
C -0.81622 -0.37190 -4.90456
C -0.05858 0.01830 -6.00315
C 0.94131 0.97230 -5.85625
C 1.18327 1.54224 -4.61120
C 0.42944 1.14407 -3.51637
C -2.30263 -1.88341 -2.48578
C -1.73962 -2.99982 -1.86553
C -2.28147 -4.26790 -2.04585
C -3.40137 -4.42791 -2.84927
C -3.98065 -3.32582 -3.46754
C -3.43510 -2.06482 -3.28432
H -3.88269 3.43148 0.05393
H -5.42309 3.91617 -1.82046
H -5.27592 2.60803 -3.91244
H -3.63198 0.81035 -4.14142
H -1.57942 -1.13269 -5.03082
H -0.24770 -0.42322 -6.97412
H 1.52749 1.27565 -6.71489
H 1.95431 2.29335 -4.49677
H 0.62040 1.61729 -2.56109
H -0.85487 -2.89862 -1.24894
H -1.83033 -5.12501 -1.56033
H -3.82806 -5.41209 -2.99584
H -4.85913 -3.44588 -4.08897
H -3.91687 -1.22167 -3.75775
C 1.94677 -3.54651 -0.93629
S 1.85079 -1.85769 -1.52862
C 1.71092 -2.20204 -3.28517
H 2.81817 -4.03374 -1.37222
H 1.05264 -4.11369 -1.20042
H 2.06655 -3.54706 0.14509
H 0.74305 -2.63451 -3.54015
H 2.50604 -2.89781 -3.55615
H 1.84937 -1.27233 -3.83322
N 0.61384 3.52002 6.69618
C 0.21987 4.06199 5.53082
S -0.37320 5.55738 5.31719
C 0.33168 3.08916 4.36660
C -0.00122 1.75008 4.51077
C 0.03385 0.93297 3.39580
N 0.39363 1.37691 2.18904
C 0.72825 2.66906 2.05980
C 0.70738 3.55032 3.11634
H 0.56607 4.09332 7.52433
H 1.12189 2.65466 6.74176
H -0.33958 1.34443 5.45547
H -0.26032 -0.10827 3.46997
H 0.99676 3.00661 1.06772
H 0.95243 4.59402 2.97004
```

Output
Charge: +2
Max |F|: 2.5 eV Å⁻¹
HOMO-LUMO gap (spin up / spin down): 0.2478 / 0.2485 hartree
HOMO energy (spin up / spin down): -12.675 / -12.675 eV
Multiplicity: 5
⟨S²⟩: 6.0048
Lowest unoccupied orbital energy (spin up / spin down): -5.93 / -5.91 eV

No. 3
Density functional theory data (wB97M-V/def2-TZVPD) for a molecular structure, C37H34N5O2SSiTc.

```
81
C37H34N5O2SSiTc (wB97M-V/def2-TZVPD)
Tc -0.25384 0.76252 -0.80067
C -2.14835 -2.10309 -3.56119
C -1.21991 -1.25666 -2.94532
N -1.52535 -0.53903 -1.88191
C -2.77189 -0.62759 -1.33200
C -3.77261 -1.41222 -1.92203
C -3.42013 -2.16859 -3.05879
C -5.07104 -1.38982 -1.35574
C -5.31479 -0.59411 -0.27515
C -4.29650 0.17265 0.33203
C -3.01091 0.13317 -0.15311
N -1.88638 0.80055 0.31467
C -1.70196 1.27369 1.60437
C -2.46954 1.03078 2.72346
C -2.14250 1.62051 3.96136
C -1.06128 2.44182 4.10819
C -0.20442 2.65731 3.00348
C 0.97057 3.43700 3.06517
C 1.78031 3.54845 1.96789
C 1.44061 2.85076 0.80246
N 0.34405 2.12249 0.70785
C -0.51251 2.04327 1.77713
H -1.84727 -2.68027 -4.42250
H -0.21039 -1.15916 -3.32496
H -4.16595 -2.79943 -3.52542
H -5.85413 -1.99014 -1.79832
H -6.31119 -0.54681 0.14229
H -4.55350 0.80248 1.16862
H -3.30856 0.35704 2.67495
H -2.77647 1.41112 4.81227
H -0.83175 2.90608 5.05747
H 1.22456 3.93617 3.99167
H 2.68508 4.13760 1.98698
H 2.08870 2.87256 -0.06364
C 3.14753 -3.64067 5.55658
C 2.38510 -3.31544 4.30500
C 1.96200 -4.32432 3.44603
C 1.23495 -4.03306 2.30186
C 0.92882 -2.71497 2.01350
C 1.33453 -1.68945 2.85672
C 2.06316 -1.99447 3.99219
S -0.03180 -2.31741 0.58783
O -1.28548 -1.78780 1.05100
O -0.06144 -3.46775 -0.27592
N 0.76309 -1.08170 -0.11928
C 1.96983 -1.34972 -0.75445
C 2.74345 -2.48771 -0.63811
C 3.99277 -2.59905 -1.27615
C 4.50044 -1.58886 -2.04048
C 3.73155 -0.41696 -2.21601
C 4.17654 0.66967 -2.99268
C 3.38859 1.77783 -3.14157
C 2.13040 1.78670 -2.53175
N 1.67062 0.78555 -1.79659
C 2.46551 -0.31482 -1.59755
H 3.71450 -4.56387 5.44657
H 2.46254 -3.77244 6.39666
H 3.83904 -2.84078 5.81819
H 2.20726 -5.35413 3.67368
H 0.91001 -4.81752 1.63119
H 1.08356 -0.66318 2.61771
H 2.39085 -1.19782 4.64902
H 2.40131 -3.32417 -0.05247
H 4.55610 -3.51235 -1.14074
H 5.46766 -1.66743 -2.51715
H 5.15056 0.61362 -3.46239
H 3.70312 2.62953 -3.72645
H 1.47515 2.63581 -2.65579
C -0.65271 4.13929 -1.93965
Si -1.27015 2.41268 -2.40431
C -3.14417 2.47902 -2.33452
C -0.83453 2.00147 -4.19819
H -1.06855 4.87102 -2.63642
H 0.43076 4.26212 -1.95205
H -0.99759 4.40281 -0.93791
H -3.46343 3.29996 -2.98317
H -3.52669 2.67849 -1.33367
H -3.61684 1.56953 -2.70632
H -0.94548 2.89870 -4.81225
H -1.54108 1.26320 -4.58352
H 0.16787 1.60974 -4.36775
```

Output
Charge: +1
Max |F|: 0.3 eV Å⁻¹
HOMO-LUMO gap (spin up / spin down): 0.2460 / 0.2407 hartree
HOMO energy (spin up / spin down): -9.710 / -10.384 eV
Multiplicity: 4
⟨S²⟩: 3.7982
Lowest unoccupied orbital energy (spin up / spin down): -3.02 / -3.84 eV

No. 4
Density functional theory data (wB97M-V/def2-TZVPD) for a molecular structure, C37H34N5O5OsPS.

```
84
C37H34N5O5OsPS (wB97M-V/def2-TZVPD)
Os -0.52556 1.44408 0.47624
C -0.92890 4.19024 -2.88671
C -0.55806 3.47990 -1.63420
N -1.01828 2.31757 -1.31739
N -1.90572 1.68681 -2.14841
C -2.46738 0.71338 -1.49304
O -2.12576 0.42886 -0.26142
C -3.53728 -0.08712 -2.09633
C -3.71051 -0.08049 -3.48111
C -4.70882 -0.85060 -4.04940
C -5.54726 -1.60915 -3.24060
C -5.38727 -1.60060 -1.86165
C -4.37891 -0.84598 -1.28670
C 0.34348 4.06231 -0.63239
C 1.00038 5.26296 -0.81268
C 1.82619 5.74357 0.19559
C 1.96993 5.00252 1.35243
C 1.28750 3.80263 1.47316
N 0.48723 3.34440 0.50899
H -1.84033 3.76857 -3.29770
H -0.13600 4.07895 -3.63093
H -1.07082 5.25283 -2.69714
H -3.05796 0.52057 -4.09917
H -4.84229 -0.85388 -5.12254
H -6.33564 -2.19983 -3.68803
H -6.05479 -2.17749 -1.23555
H -4.25244 -0.82552 -0.21304
H 0.86554 5.81782 -1.72933
H 2.34308 6.68575 0.07403
H 2.59368 5.33992 2.16738
H 1.36721 3.19741 2.36255
O -2.06859 2.24763 1.67893
S -1.43341 1.82132 2.96766
O -1.54752 2.71027 4.05959
O 0.00493 1.54010 2.50477
C -1.97016 0.21160 3.43288
C -2.74829 0.11076 4.57238
C -3.00570 -1.14497 5.10871
C -2.43101 -2.26808 4.54005
C -1.64328 -2.15587 3.39920
C -1.43748 -0.91989 2.79835
P -0.45676 -0.83247 1.26972
C -1.11121 -1.99349 0.04753
C -0.60536 -1.90510 -1.25349
C -1.06791 -2.75108 -2.24447
C -2.03950 -3.70121 -1.95030
C -2.55609 -3.78142 -0.66932
C -2.10633 -2.92232 0.32630
C 1.19137 -1.42543 1.71905
C 1.89116 -0.82111 2.76809
C 3.13699 -1.29973 3.13655
C 3.69250 -2.38840 2.47533
C 2.99675 -3.00068 1.44396
C 1.75182 -2.52195 1.06031
H -3.11253 1.00683 5.05620
H -3.61710 -1.23353 5.99593
H -2.58388 -3.24092 4.98729
H -1.18022 -3.04307 2.98603
H 0.13285 -1.15334 -1.50226
H -0.67882 -2.66594 -3.25062
H -2.40172 -4.36368 -2.72477
H -3.32872 -4.50252 -0.43886
H -2.56214 -2.97751 1.30329
H 1.46088 0.01058 3.30719
H 3.66743 -0.83451 3.95659
H 4.65695 -2.77209 2.78103
H 3.40979 -3.87059 0.95011
H 1.20934 -3.02930 0.27511
N 1.20152 0.86497 -0.46279
C 2.23187 0.49836 -0.83820
N 3.39330 0.07923 -1.23322
C 4.59161 0.93554 -1.08385
C 5.79352 0.03218 -0.87368
O 5.88999 -0.90609 -1.92357
C 4.78677 -1.78560 -1.92790
C 3.50115 -1.02780 -2.21001
H 4.44303 1.60033 -0.23398
H 4.71882 1.52630 -1.99411
H 5.71256 -0.48265 0.09199
H 6.70668 0.62379 -0.88304
H 4.71206 -2.30311 -0.96389
H 4.96062 -2.51976 -2.71214
H 2.63195 -1.67632 -2.10173
H 3.52123 -0.60867 -3.21879
```

Output
Charge: +2
Max |F|: 0.2 eV Å⁻¹
HOMO-LUMO gap: 0.2594 hartree
HOMO energy: -13.538 eV
Lowest unoccupied orbital energy: -6.48 eV

No. 5
Density functional theory data (wB97M-V/def2-TZVPD) for a molecular structure, C37H35BF2N4OPSSiY.

```
84
C37H35BF2N4OPSSiY (wB97M-V/def2-TZVPD)
Y -0.60232 0.69975 1.95541
N -1.12449 0.52400 4.26769
N 0.23689 0.05312 4.24307
C 1.17569 1.02359 3.92560
N 2.47499 0.62122 3.96124
S 0.83985 2.57568 3.35996
H -1.24064 1.36755 4.82869
H -1.77943 -0.22540 4.46643
H 0.44407 -0.86234 4.68507
H 2.67808 -0.28053 4.33705
H 3.25552 1.18429 3.66547
O -0.61888 1.94226 0.20233
Si -0.39453 3.02801 -0.97319
C -1.20711 2.70465 -2.58717
C -1.56322 3.54813 -3.67753
C -2.10389 3.03495 -4.86246
C -2.35322 1.66015 -4.98205
C -2.05099 0.81498 -3.92557
C -1.48093 1.34723 -2.74602
C -0.75015 4.76191 -0.45293
C -1.89848 5.49560 -0.87951
C -2.10503 6.84376 -0.58864
C -1.17926 7.49403 0.23876
C -0.07858 6.81010 0.72738
C 0.11447 5.49832 0.31981
C 1.47703 2.91979 -1.25069
C 1.95274 3.38832 -2.49037
C 3.32129 3.36586 -2.74690
C 4.22000 2.69207 -1.94928
C 3.71707 2.06306 -0.80704
C 2.38394 2.22047 -0.44902
H -1.19810 4.57654 -3.65019
H -2.23211 3.69730 -5.70302
H -2.79755 1.27850 -5.89451
H -2.19881 -0.27434 -3.88384
H -1.22758 0.60565 -1.99091
H -2.60546 5.03488 -1.55943
H -2.97925 7.30650 -1.00132
H -1.32756 8.53456 0.51334
H 0.68252 7.30251 1.27346
H 1.06593 5.03852 0.63932
H 1.34057 3.85876 -3.25387
H 3.66462 3.88352 -3.61440
H 5.29371 2.73402 -2.18276
H 4.35511 1.52171 -0.09464
H 2.06860 1.73316 0.50658
F -4.42839 0.58762 2.29358
B -3.21205 1.21251 2.29965
F -3.23530 2.61090 2.34071
N -0.23561 -1.36415 1.38842
P -0.10415 -2.84223 0.87957
C -0.89237 -3.21727 -0.66448
C -1.88539 -2.34342 -1.12083
C -2.55515 -2.57006 -2.30151
C -2.36162 -3.78358 -2.96430
C -1.52381 -4.75285 -2.46016
C -0.73855 -4.45610 -1.33780
C 1.69248 -3.16646 0.53153
C 2.46391 -2.06586 0.23102
C 3.78662 -2.21444 -0.20204
C 4.34524 -3.49808 -0.28402
C 3.55710 -4.64830 -0.00990
C 2.20478 -4.47301 0.31536
C -0.72676 -4.12147 1.99252
C -1.79080 -4.97262 1.65946
C -2.15685 -6.00736 2.53994
C -1.44305 -6.19344 3.71151
C -0.31069 -5.37787 3.97658
C 0.02670 -4.37971 3.11776
H -2.01092 -1.44299 -0.55974
H -3.25908 -1.83302 -2.66076
H -2.84048 -4.00407 -3.91675
H -1.47680 -5.74352 -2.91521
H -0.02398 -5.19894 -0.97785
H 2.01873 -1.07100 0.27410
H 4.32462 -1.32034 -0.53309
H 5.36690 -3.62878 -0.55219
H 3.94992 -5.71216 -0.02222
H 1.59605 -5.37269 0.38346
H -2.38143 -4.71663 0.82061
H -3.01857 -6.61788 2.29086
H -1.64599 -6.95460 4.48352
H 0.31922 -5.66206 4.84682
H 0.94038 -3.83045 3.18649
```

Output
Max |F|: 3.7 eV Å⁻¹
HOMO-LUMO gap: 0.2427 hartree
HOMO energy: -7.136 eV
Lowest unoccupied orbital energy: -0.53 eV